1.
# CH21O13

A cluster of 11 separate species, CH21O13 in total (wB97M-V/def2-TZVPD, the Open Molecules 2025 dataset).

Last column: Mulliken charge in e.
Atoms and positions in Å:
C (-21.4730, 5.1390, 1.2140)  0.2298
O (-20.3680, 4.9570, 1.6900)  -0.3456
O (-22.1800, 6.1090, 1.7100)  -0.5991
O (-21.8860, 4.5090, 0.2560)  -0.7014
H (-21.6460, 6.6850, 2.2770)  0.4091
O (-20.1670, 3.2530, -1.1840)  -0.7081
H (-20.7360, 3.7570, -0.5330)  0.4350
H (-20.8140, 2.9170, -1.7690)  0.2655
O (-23.0360, 2.1170, -0.1030)  -0.7066
H (-22.6960, 3.0060, -0.1220)  0.4131
H (-22.6940, 1.6080, 0.6290)  0.3039
O (-17.7300, 4.8880, 0.9110)  -0.7196
H (-17.7360, 4.4840, 0.0310)  0.3224
H (-18.6400, 5.0240, 1.1540)  0.3616
O (-20.3950, 8.4390, 1.0130)  -0.6975
H (-20.9020, 7.6840, 0.6950)  0.3514
H (-19.4440, 8.1630, 1.0340)  0.3279
O (-19.5280, 3.3970, 3.8790)  -0.6698
H (-19.7310, 4.2100, 3.3700)  0.3625
H (-19.8250, 3.5560, 4.7970)  0.3342
O (-21.9460, 6.4720, -1.3930)  -0.6115
H (-22.6310, 7.0470, -1.7330)  0.2341
H (-22.2400, 6.0190, -0.6100)  0.3370
O (-19.6660, 6.8940, 3.9010)  -0.6574
H (-18.7060, 6.8050, 3.6110)  0.3240
H (-19.5540, 6.4950, 4.7830)  0.2907
O (-20.6940, 9.4240, 3.5340)  -0.7102
H (-20.8590, 9.3900, 2.5720)  0.4088
H (-20.3950, 8.5420, 3.6600)  0.3912
O (-21.9510, 2.6070, 2.8660)  -0.8105
H (-22.3460, 3.1920, 2.2330)  0.3636
H (-21.0240, 2.8480, 2.8250)  0.4961
O (-21.8720, 4.9820, 4.4500)  -0.7878
H (-21.8230, 5.4560, 3.6240)  0.3831
H (-21.8480, 4.0640, 4.1140)  0.3798

* net charge: -1
* 2S+1: 1
* orbital gap: 0.363 Eh
* energy above the lowest of the compared OMol25 structures with the same formula, charge and spin: 93.81 kJ/mol
* HOMO energy: -7.21 eV
* LUMO level: 2.664 eV



2.
# CH22O9S2

A cluster of 10 separate species, CH22O9S2 in total (wB97M-V/def2-TZVPD, the Open Molecules 2025 dataset).

Last column: Mulliken charge in e.
Atoms and positions in Å:
C (1.5931, -1.5732, -0.5462)  -0.4081
S (2.2010, -2.8475, 0.6116)  -0.0457
S (1.0847, -2.6766, 2.2296)  -0.2024
H (0.5126, -1.2800, -0.4982)  -0.2355
H (1.5375, -1.9621, -1.5755)  0.3281
H (2.0394, -0.7031, -0.1043)  0.3986
H (-0.1672, -3.2084, 2.2716)  0.1307
O (1.5091, 3.3240, 0.1461)  -0.5917
H (1.2210, 2.5963, 0.5717)  0.3626
H (0.7582, 3.9437, 0.4419)  0.3040
O (-0.7382, -2.5864, -2.4637)  -0.7040
H (-0.0247, -3.2493, -2.7143)  0.3526
H (-0.5427, -1.6826, -2.4018)  0.3525
O (-1.6541, 1.1295, 2.8156)  -0.7256
H (-2.3365, 1.7200, 3.0413)  0.2744
H (-2.0509, 0.4753, 2.2743)  0.3542
O (-0.4379, 0.1475, -2.2392)  -0.6045
H (-0.8716, 0.7850, -2.8817)  0.2729
H (0.4316, 0.4471, -2.3792)  0.3249
O (2.1966, 1.4801, -2.8182)  -0.7075
H (2.0269, 2.1659, -2.1243)  0.3557
H (3.0714, 1.0968, -2.9496)  0.2996
O (1.0048, 1.7288, 2.2450)  -0.6087
H (0.1669, 1.6099, 2.4093)  0.3396
H (1.5084, 1.0404, 2.6903)  0.2861
O (-1.8340, -0.6012, 0.7304)  -0.6285
H (-1.7521, -1.4948, 0.4831)  0.3592
H (-1.3732, 0.0184, 0.2778)  0.3173
O (-1.5871, -3.1392, -0.0125)  -0.6969
H (-1.2240, -3.2121, -0.9553)  0.4010
H (-2.5066, -3.2376, -0.3398)  0.3147
O (-1.3392, 3.1869, 0.8966)  -0.6223
H (-1.2585, 2.5229, 1.5674)  0.3201
H (-1.1644, 4.0356, 1.3003)  0.3327

* 2S+1: 1
* orbital gap: 0.328 Eh
* energy above the lowest of the compared OMol25 structures with the same formula, charge and spin: 0.00 kJ/mol
* HOMO energy: -8.66 eV
* LUMO level: 0.276 eV



3.
# CH26O11

A cluster of 11 separate species, CH26O11 in total (wB97M-V/def2-TZVPD, the Open Molecules 2025 dataset).

Last column: Mulliken charge in e.
Atoms and positions in Å:
O (-1.7826, -1.6445, -2.3435)  -0.3064
H (-1.3403, -1.5550, -1.4962)  0.3359
H (-2.7185, -1.7598, -2.1636)  0.4227
H (-1.6617, -0.8188, -2.8180)  0.4746
O (0.8032, 3.5450, -0.9491)  -0.4183
H (0.0542, 3.6329, -0.3550)  0.2185
H (1.4762, 3.0998, -0.4291)  0.3962
H (1.0906, 4.3937, -1.2937)  0.4872
O (-1.2906, 2.6721, 2.9542)  -0.6711
H (-1.3868, 2.9942, 2.0550)  0.1782
H (-0.4540, 2.8716, 3.3806)  0.4445
H (-1.6199, 1.7818, 3.0976)  0.4338
C (0.1941, 0.1866, -0.1554)  -0.2464
O (-0.6177, -0.9926, -0.0376)  -0.6133
H (1.2714, 0.0909, -0.0203)  -0.1815
H (0.1329, 0.6475, -1.1413)  0.1718
H (-0.0540, 0.9370, 0.5953)  0.1084
O (2.4425, 2.5496, 1.1546)  -0.6487
H (2.9432, 1.7686, 1.3904)  0.3003
H (2.1291, 2.8951, 1.9904)  0.2821
O (-3.5711, -0.6693, 0.8434)  -0.6787
H (-2.7168, -0.8129, 0.4362)  0.3197
H (-3.9185, -1.5492, 0.9892)  0.3154
O (0.4000, -3.5586, -1.6280)  -0.6470
H (1.1410, -3.1880, -2.1075)  0.3175
H (0.2681, -2.9616, -0.8915)  0.3054
O (-1.8858, 1.0043, -3.3037)  -0.6302
H (-2.2373, 1.2360, -4.1634)  0.2844
H (-1.9831, 1.8009, -2.7821)  0.2989
O (3.9378, -0.4310, -1.0542)  -0.6393
H (4.6586, -0.9589, -0.7106)  0.3386
H (3.1588, -0.7751, -0.6172)  0.3149
O (1.9210, -1.7997, 2.0753)  -0.6299
H (1.6922, -1.2334, 2.8123)  0.3050
H (1.3447, -1.5150, 1.3660)  0.2766
O (-0.9918, -4.0278, 1.7714)  -0.6384
H (-0.3196, -4.4937, 2.2688)  0.2988
H (-0.5092, -3.3629, 1.2802)  0.3197

* net charge: +1
* 2S+1: 2
* orbital gap (spin up / spin down): 0.183 / 0.273 Eh
* HOMO energy (spin up / spin down): -8.55 / -11.50 eV
* LUMO level (spin up / spin down): -3.581 / -4.063 eV



4.
# CH27O16

A cluster of 14 separate species, CH27O16 in total (wB97M-V/def2-TZVPD, the Open Molecules 2025 dataset).

Last column: Mulliken charge in e.
Atoms and positions in Å:
C (0.3593, 0.0454, 0.0607)  0.1225
O (-0.7544, -0.4805, 0.2154)  0.6591
O (0.4237, 1.4034, 0.1971)  -0.2176
O (1.4485, -0.4852, -0.0110)  -0.7142
H (-0.4592, 1.7920, 0.1330)  0.1491
O (0.6248, -3.0966, -0.5405)  -0.7632
H (1.0290, -2.2362, -0.5487)  0.3067
H (0.1629, -3.1706, 0.3092)  0.2915
O (-0.7557, -0.1426, -2.7014)  -0.6654
H (-1.4846, -0.3350, -3.3252)  0.2636
H (-1.1422, -0.1158, -1.8351)  0.2736
O (-0.8438, -0.4949, 3.1846)  -0.7260
H (-0.5044, -0.5059, 2.2761)  0.3298
H (-0.4488, 0.1381, 3.7728)  0.2646
O (-1.7069, -2.8893, 1.0283)  -0.7429
H (-2.1880, -2.6272, 1.7862)  0.3218
H (-1.7259, -2.1369, 0.4225)  0.1577
O (1.6117, -1.6283, -2.9748)  -0.5111
H (1.3065, -2.2532, -3.6026)  0.2668
H (0.8139, -1.2554, -2.7482)  0.2756
O (-1.4807, 3.4828, -0.8148)  -0.5143
H (-2.3051, 3.9263, -0.8822)  0.2533
H (-0.8543, 4.1702, -0.6746)  0.2578
O (3.4946, 0.9304, 1.0660)  -0.6616
H (2.7003, 0.4214, 0.8304)  0.3871
H (4.0115, 0.4161, 1.7459)  0.2766
O (2.5165, 1.1152, -1.7644)  -0.7712
H (2.0210, 0.4455, -1.1918)  0.1644
H (2.4723, 2.0543, -1.4663)  0.3881
O (3.3184, -2.7012, 1.4498)  -0.5843
H (3.0953, -3.2528, 2.1986)  0.2856
H (2.7873, -1.9197, 1.5439)  0.2638
O (-3.0446, -1.8725, -1.1252)  -0.6137
H (-3.8127, -1.7041, -1.6526)  0.2445
H (-2.4690, -2.3512, -1.7546)  0.2429
O (-3.4151, 0.3951, 0.2841)  -0.7154
H (-3.3441, -0.5765, 0.2337)  0.4053
H (-2.4981, 0.6053, 0.5046)  0.2845
O (-1.9402, 2.3212, 2.0305)  -0.5844
H (-2.0016, 1.7395, 2.8118)  0.2923
H (-1.0463, 2.6493, 1.9612)  0.3177
O (1.9035, 3.4470, -0.5166)  -0.6836
H (1.4840, 2.8706, 0.1511)  0.4194
H (2.6408, 3.8625, -0.0669)  0.3031

* net charge: -1
* 2S+1: 1
* orbital gap: 0.305 Eh
* energy above the lowest of the compared OMol25 structures with the same formula, charge and spin: 142.03 kJ/mol
* HOMO energy: -5.82 eV
* LUMO level: 2.479 eV



5.
# CH28O13

A cluster of 13 separate species, CH28O13 in total (wB97M-V/def2-TZVPD, the Open Molecules 2025 dataset).

Last column: Mulliken charge in e.
Atoms and positions in Å:
O (-2.5271, 0.8403, 0.2126)  -0.2804
H (-2.3101, 1.6033, -0.3664)  0.4624
H (-3.3341, 0.4203, 0.3036)  0.4052
H (-1.8811, 0.1413, 0.0816)  0.2086
C (0.4109, -0.1567, -0.5764)  -0.8193
O (-0.6011, -0.9547, 0.0156)  -0.1992
H (0.1049, 0.1103, -1.5774)  0.2853
H (1.2639, -0.8167, -0.7384)  0.8527
H (0.7539, 0.6913, 0.0436)  -0.2791
O (1.6389, -1.8077, 2.1166)  -0.5741
H (2.2819, -1.1477, 2.4916)  0.3507
H (1.1399, -1.2737, 1.5496)  0.1143
O (3.2449, 1.1583, 0.0496)  -0.6213
H (2.3549, 0.9173, 0.5366)  0.1964
H (3.4509, 1.7383, 0.7966)  0.3788
O (-2.6551, -0.5537, -2.3364)  -0.7616
H (-2.9721, 0.1413, -3.1064)  0.3240
H (-1.6591, -0.8727, -2.4844)  0.2698
O (4.1179, -0.5847, -1.7204)  -0.6581
H (4.0569, 0.0023, -2.5644)  0.2929
H (3.9969, 0.0203, -0.9234)  0.3915
O (-0.5341, -0.7927, 3.5566)  -0.7049
H (-1.3251, -0.9427, 3.1626)  0.4415
H (0.0379, -0.7697, 2.6196)  0.2129
O (0.1339, -2.8887, -1.7154)  -0.7589
H (0.0219, -2.6297, -2.5574)  0.3308
H (0.0009, -2.0417, -1.1414)  0.0502
O (0.9489, 3.2933, 0.0996)  -0.6721
H (1.0189, 2.8963, 0.9296)  0.3641
H (1.3119, 4.2993, 0.1646)  0.3086
O (-2.5591, -3.0027, -1.6674)  -0.7528
H (-2.6691, -2.1237, -1.7254)  0.4440
H (-1.5601, -2.9337, -1.6544)  0.4183
O (1.3579, 1.6573, 2.3076)  -0.5974
H (0.5819, 1.5383, 2.8896)  0.2850
H (1.8409, 2.5013, 2.5976)  0.3091
O (-2.3321, -1.7007, 1.9466)  -0.7422
H (-2.6581, -2.5857, 1.9216)  0.2967
H (-1.7041, -1.7007, 1.1316)  0.4392
O (-1.2551, 2.7633, -1.4014)  -0.7215
H (-1.0671, 2.5683, -2.3244)  0.3106
H (-0.4691, 2.9803, -0.9434)  0.3994

* 2S+1: 1
* orbital gap: 0.320 Eh
* energy above the lowest of the compared OMol25 structures with the same formula, charge and spin: 529.13 kJ/mol
* HOMO energy: -9.41 eV
* LUMO level: -0.709 eV



6.
# CH28O17

A cluster of 15 separate species, CH28O17 in total (wB97M-V/def2-TZVPD, the Open Molecules 2025 dataset).

Last column: Mulliken charge in e.
Atoms and positions in Å:
C (0.1824, 0.1518, 0.0504)  0.1241
O (-0.3345, 0.8021, 1.1150)  0.0362
O (-0.3436, -1.0261, -0.1066)  0.3451
O (1.0559, 0.7843, -0.6152)  -0.4056
O (-1.6378, 2.4934, -0.3881)  -0.7257
H (-2.4692, 2.0630, -0.4390)  0.3685
H (-1.1162, 1.8145, 0.1001)  0.0725
O (1.0533, -1.1901, -2.8492)  -0.8093
H (1.8595, -1.5433, -2.5646)  0.3412
H (0.8486, -0.6868, -2.0533)  0.3618
O (1.2727, 3.3354, 0.8912)  -0.7053
H (1.2577, 3.6550, 1.8113)  0.2575
H (1.1630, 2.3991, 1.0300)  0.4345
O (-2.1825, -0.1824, -2.0059)  -0.6867
H (-1.3584, -0.1876, -1.5735)  0.0697
H (-2.5348, -1.0362, -1.7993)  0.4060
O (3.1834, 0.1506, 0.4714)  -0.7168
H (3.3571, -0.4916, -0.1975)  0.3873
H (2.2713, 0.4065, 0.3084)  0.1043
O (-0.9442, -3.1353, -2.2914)  -0.7298
H (-1.1576, -3.0684, -1.3613)  0.3521
H (-0.2975, -2.5142, -2.5342)  0.4916
O (3.0317, 1.7281, -2.1734)  -0.7039
H (2.4340, 1.1841, -1.6518)  0.3861
H (3.3379, 2.4453, -1.5941)  0.3068
O (0.0448, 1.8891, -2.6645)  -0.7439
H (0.3556, 1.4306, -1.8702)  0.1132
H (-0.8447, 1.9889, -2.3937)  0.4298
O (1.3965, 0.8511, 3.0120)  -0.6952
H (0.7469, 0.6248, 2.3324)  0.0356
H (2.1828, 0.5369, 2.6447)  0.3317
O (-1.9692, -2.9619, 0.4292)  -0.7900
H (-2.8258, -2.7661, 0.0352)  0.3236
H (-1.4537, -2.1755, 0.3659)  0.3562
O (1.5254, -3.0985, -0.0639)  -0.7882
H (0.9531, -3.8044, 0.3409)  0.3191
H (1.0477, -2.2771, -0.0764)  0.2344
O (-2.8949, -0.1365, 0.9647)  -0.6766
H (-1.9344, -0.0219, 1.0174)  0.1306
H (-3.3308, 0.7152, 1.2081)  0.3089
O (0.0480, -1.7765, 2.4516)  -0.6857
H (-0.1663, -1.3555, 1.6092)  0.1876
H (-0.8335, -2.0060, 2.7492)  0.3452
O (-1.3218, 2.4207, 2.7925)  -0.7455
H (-0.8842, 1.7885, 2.1872)  0.3377
H (-1.7738, 1.7829, 3.3491)  0.3095

* net charge: -2
* 2S+1: 1
* orbital gap: 0.335 Eh
* energy above the lowest of the compared OMol25 structures with the same formula, charge and spin: 51.33 kJ/mol
* HOMO energy: -3.96 eV
* LUMO level: 5.159 eV